(1)
{"formula": "C32H45N4O4PdS4Si3", "method": "ωB97M-V with the def2-TZVPD basis set", "symbols": ["Pd", "N", "H", "H", "H", "O", "H", "H", "S", "C", "C", "Si", "C", "N", "C", "C", "H", "H", "H", "O", "C", "H", "C", "C", "S", "C", "H", "C", "H", "H", "H", "Si", "H", "C", "S", "C", "H", "H", "H", "O", "H", "C", "C", "C", "H", "C", "H", "H", "N", "H", "H", "H", "H", "C", "H", "H", "C", "H", "H", "C", "H", "C", "C", "H", "C", "O", "C", "C", "C", "C", "H", "H", "H", "C", "C", "Si", "S", "C", "H", "H", "H", "C", "H", "C", "H", "C", "H", "H", "H", "H", "N", "H", "H"], "coordinates": [[0.46748, 0.09289, -1.46429], [0.96113, 2.21712, -0.91197], [0.32551, 3.69435, -4.86148], [-0.04166, 3.92553, -3.15377], [-2.60341, 2.80142, -4.99541], [-1.39204, 2.17212, 5.21670], [-2.61058, -3.61304, 4.81694], [-3.03240, -0.91442, -0.15284], [-0.89087, 0.87581, 5.56543], [4.64424, -3.03843, 1.64527], [0.56415, 0.40881, -4.83787], [-1.78000, 2.29862, -1.23068], [-1.36387, 0.97670, -2.42823], [3.23576, -2.73718, -0.73550], [-2.75474, 3.74540, -1.95485], [2.40718, 3.71766, 0.23340], [8.30167, -4.19668, 1.25427], [-3.77547, 1.54453, 0.05369], [-1.19606, -2.14574, -3.80879], [-0.74216, 0.47577, 6.93660], [6.60921, -3.33445, 0.27646], [1.46018, 5.41011, 1.15872], [0.32856, 3.20569, -3.88219], [0.05798, 4.13560, 0.14487], [0.94478, -2.23255, -2.05690], [2.17876, 2.56744, -0.50280], [1.11489, -0.02961, 5.33711], [-2.62951, 0.05216, 3.61653], [0.04312, -1.12093, 2.97267], [1.39603, 0.11984, -4.19017], [1.61791, 1.48813, 3.24859], [-0.65553, 1.59380, -4.02632], [-2.83923, 4.56801, -1.23938], [-1.91143, -0.31260, 4.74672], [6.51857, -0.72623, -1.66343], [-2.14423, -1.62895, -3.96545], [-2.93362, -2.38527, -4.01039], [-1.57302, 2.16873, -6.28267], [0.99017, 0.92524, -5.70511], [-0.16098, -0.01213, 0.66051], [-2.68756, 1.09745, -5.42646], [5.01877, -1.43817, -1.54370], [5.32026, -3.57873, 2.72682], [-3.33133, -2.24407, 3.33392], [0.09671, -0.51263, -5.18536], [1.32292, 4.51185, 0.56904], [1.82310, -0.98240, 3.03490], [3.61489, -2.72019, 1.72380], [0.59011, 0.71522, 4.89896], [-3.46821, -2.25546, -1.22377], [-3.75970, -3.28617, 1.51007], [-4.34822, 0.81535, -3.77980], [-3.76882, 3.40390, -2.18028], [-4.30888, 0.17297, -2.89671], [-4.99402, -0.66347, -3.05790], [-0.80681, 4.73600, 0.40026], [-3.33269, -0.91475, 2.91894], [2.98522, 1.89144, -0.75832], [-1.78075, -2.00723, -0.73198], [0.95141, -0.25852, 1.23104], [4.81333, -3.67479, 3.67849], [-2.74465, 1.80559, 0.30300], [-2.00516, 1.93963, -5.30517], [3.41287, 3.96526, 0.54342], [-2.70398, -1.49845, -1.01178], [2.05936, -0.19940, 0.67191], [-2.61810, -2.58327, 4.48057], [0.89956, -0.48795, 2.73217], [6.63887, -3.99219, 2.59421], [7.27596, -3.87017, 1.36831], [-2.10491, -1.13920, -4.93932], [-4.68888, 0.75204, -2.05131], [-2.26227, 0.97498, 0.81536], [0.75243, 0.85418, 3.44717], [-1.90919, -1.62717, 5.18896], [-2.54710, -0.44160, -2.55983], [3.69133, -1.05756, -2.59201], [5.29589, -2.91394, 0.42460], [-3.93066, -4.27821, 2.96315], [-1.35343, -1.89287, 6.07857], [-5.15640, -3.07181, 2.56044], [-4.08504, -3.28157, 2.55115], [1.36763, 2.98905, -3.62556], [-0.10694, 2.97565, -0.60508], [7.16596, -4.41086, 3.44181], [2.63043, -2.09789, -1.67502], [-2.32581, 4.13998, -2.87558], [-2.77658, 2.65766, 0.98936], [7.09948, -3.23310, -0.67891], [-2.62877, 1.08128, 3.28434], [4.56958, -2.36927, -0.67252], [-0.12023, 1.38303, 3.06111], [-3.87745, -0.63267, 2.02656]], "forces_ev_per_a": [[0.088, 0.202, 0.204], [-0.069, -0.063, 0.151], [0.025, -0.001, -0.007], [-0.062, 0.021, 0.014], [-0.019, -0.007, -0.003], [0.015, 0.001, -0.026], [-0.005, -0.006, 0.010], [-0.009, 0.032, 0.030], [-0.047, -0.057, -0.006], [-0.010, -0.009, 0.006], [-0.013, 0.015, -0.084], [-0.026, 0.007, -0.022], [0.128, -0.283, 0.033], [0.066, 0.104, -0.005], [-0.006, -0.018, 0.018], [0.012, -0.004, -0.016], [0.005, -0.002, 0.000], [-0.026, -0.048, 0.006], [0.019, 0.027, -0.002], [0.022, -0.009, 0.010], [-0.025, -0.005, 0.002], [0.005, -0.003, 0.001], [0.030, -0.023, -0.053], [0.023, 0.031, -0.018], [-0.137, 0.019, -0.029], [0.003, -0.001, -0.015], [-0.002, -0.008, -0.014], [0.012, 0.018, -0.002], [0.016, -0.023, 0.007], [-0.045, 0.059, 0.028], [0.024, -0.023, 0.000], [0.030, -0.004, -0.030], [0.002, 0.007, 0.019], [-0.026, 0.003, 0.025], [-0.022, -0.001, 0.017], [-0.034, -0.027, 0.027], [-0.005, -0.014, 0.004], [0.036, 0.004, -0.004], [0.010, -0.031, -0.017], [0.000, -0.351, -0.195], [0.010, -0.038, -0.025], [0.074, -0.033, -0.051], [0.005, -0.002, -0.016], [0.007, 0.029, 0.004], [0.008, -0.009, 0.025], [-0.019, 0.009, 0.002], [0.011, -0.012, 0.065], [-0.021, 0.051, -0.015], [0.018, 0.086, -0.008], [0.012, -0.018, 0.060], [0.004, 0.011, -0.022], [-0.006, 0.001, 0.006], [-0.013, 0.000, -0.015], [0.035, 0.062, -0.028], [-0.001, -0.028, 0.006], [-0.005, 0.003, -0.004], [0.011, -0.006, 0.010], [-0.003, -0.013, 0.008], [0.054, 0.034, -0.039], [0.397, 0.613, 0.021], [-0.004, 0.001, 0.003], [0.036, 0.049, 0.019], [-0.050, 0.061, 0.059], [0.000, 0.010, 0.007], [-0.054, -0.057, -0.049], [-0.154, -0.261, -0.067], [0.001, -0.006, -0.012], [-0.170, -0.079, 0.032], [0.002, 0.004, -0.010], [0.007, -0.006, 0.003], [-0.019, 0.026, -0.024], [-0.019, 0.028, 0.023], [0.025, -0.035, -0.024], [-0.018, -0.029, -0.092], [0.032, -0.014, 0.003], [-0.047, 0.021, -0.038], [0.010, 0.188, 0.051], [0.027, 0.001, 0.050], [0.000, 0.002, 0.001], [-0.001, 0.004, 0.012], [0.003, 0.000, -0.009], [-0.007, -0.014, -0.015], [0.008, -0.002, 0.029], [-0.003, 0.011, -0.020], [0.006, -0.004, 0.008], [-0.137, -0.198, 0.016], [0.035, 0.008, -0.023], [-0.016, 0.031, -0.002], [0.012, -0.005, -0.007], [0.002, 0.007, 0.009], [-0.061, -0.032, 0.013], [0.003, 0.016, 0.011], [-0.010, 0.002, -0.011]], "e_lumo_ev": [2.359, 1.791], "charge": -1, "multiplicity": 3, "e_above_lowest_ev": 0.000, "homo_energy_ev": [-4.69, -5.33], "gap_ha": [0.25909, 0.26158], "s_squared": 2.007}

(2)
{"formula": "C10H16ClSmTeV", "method": "ωB97M-V with the def2-TZVPD basis set", "symbols": ["H", "H", "C", "H", "H", "C", "H", "C", "H", "Te", "H", "H", "C", "H", "C", "C", "H", "H", "Cl", "H", "V", "C", "C", "H", "C", "Sm", "H", "C", "H", "H"], "coordinates": [[-2.05423, 0.86047, 4.81095], [-0.71578, -0.80931, 6.06983], [0.64371, 0.65986, 2.73297], [-0.47573, -0.57897, -5.76000], [-1.18705, 1.80371, 2.68614], [-0.78790, 1.00375, -2.24690], [-1.60192, -1.13085, -4.49778], [-1.64976, -1.03085, 0.33033], [-0.40757, 2.00548, -2.08285], [1.39582, 1.47367, 0.92133], [-1.80228, 0.91889, -2.59417], [-0.10376, -2.03989, -4.81621], [0.90482, -0.81089, 4.64715], [2.36183, -0.60282, 3.07369], [1.39685, -0.28635, 3.44935], [-0.33654, -0.39986, 5.13818], [-1.51134, -0.82496, 1.40830], [-1.63865, -2.12440, 0.15348], [1.01242, -1.44081, -1.96415], [2.16790, 1.46567, -4.78537], [-0.12870, -0.08903, -0.70999], [-0.60348, 1.07199, 3.23182], [2.17709, 1.07892, -3.76443], [3.01301, 0.39733, -3.64096], [-1.08890, 0.53971, 4.42888], [0.42666, 0.18037, -3.56850], [2.26968, 1.91080, -3.06541], [-0.55037, -1.05065, -4.77792], [1.49210, -1.53938, 5.20039], [-2.61791, -0.61161, -0.00814]], "forces_ev_per_a": [[0.127, -0.029, -0.067], [0.047, 0.052, -0.123], [-0.139, -0.318, 0.441], [-0.162, -0.164, -0.538], [0.021, -0.028, 0.019], [-3.736, 1.211, 7.231], [-0.240, -0.230, -0.176], [0.046, 0.203, -0.399], [-0.024, 0.663, -0.107], [-0.576, -0.472, -0.464], [-0.639, 0.019, -0.271], [0.001, -0.379, -0.209], [-0.191, 0.217, -0.110], [-0.035, -0.006, 0.004], [-0.493, 0.288, 0.053], [0.114, 0.100, -0.295], [-0.021, -0.040, -0.424], [0.036, 0.501, 0.048], [1.520, -3.766, 2.345], [0.410, 0.272, -0.278], [-1.448, 2.004, 1.959], [0.402, -0.316, 0.193], [6.433, 3.184, -1.025], [0.526, 0.065, -0.089], [0.294, -0.095, -0.096], [0.489, 0.620, -3.493], [0.291, 0.240, 0.083], [-3.366, -3.691, -4.355], [-0.076, 0.105, -0.099], [0.389, -0.209, 0.243]], "e_lumo_ev": [-0.743, -1.188], "multiplicity": 7, "e_above_lowest_ev": 3.075, "homo_energy_ev": [-7.24, -6.89], "gap_ha": [0.23881, 0.20950], "s_squared": 12.234}

(3)
{"formula": "C12H20F12NaO12P2", "method": "ωB97M-V with the def2-TZVPD basis set", "symbols": ["H", "O", "H", "H", "H", "Na", "O", "F", "O", "C", "O", "F", "H", "O", "H", "C", "O", "O", "H", "F", "P", "C", "H", "O", "H", "C", "H", "F", "C", "C", "F", "H", "O", "C", "H", "F", "O", "F", "H", "H", "H", "H", "H", "F", "O", "F", "F", "F", "H", "C", "C", "C", "P", "C", "C", "O", "F", "H", "H"], "coordinates": [[1.41096, -4.62160, -0.84742], [3.88885, -0.61806, 0.54905], [-2.94866, 3.11388, 1.59265], [-1.95681, -2.26105, 1.53618], [-0.27511, -2.74762, 1.36567], [-0.64807, 0.58710, -0.17037], [-0.32782, -3.73314, -1.27524], [-0.20554, 3.30544, -3.67238], [2.51366, -1.38752, -1.00068], [0.63286, -4.70565, -1.60610], [-0.70790, -0.10664, 2.09609], [1.92380, 2.52712, -3.54398], [4.75294, -2.55153, 0.49349], [-0.81772, -1.56477, -1.75749], [-2.49124, 2.96768, -0.07431], [-0.52939, -0.81799, 3.11011], [-0.15722, -0.48006, 4.28576], [-1.58254, 4.57271, 1.03214], [0.68205, 0.73013, 5.62857], [-4.99420, 1.74638, 0.07777], [0.49995, 1.84228, -3.45095], [-2.68305, 3.69816, 0.71165], [1.06681, 3.50589, 3.52273], [0.73871, -2.83468, -2.95981], [0.23833, -5.71695, -1.70481], [0.25081, 0.81812, 4.63137], [1.07299, 1.17534, 4.01128], [-0.87182, 1.00321, -3.28757], [2.65517, -0.56629, 0.08208], [3.74842, -1.98668, -1.21462], [0.45996, 1.64966, -5.11164], [5.49731, -1.32218, -0.49837], [-0.13544, 2.77055, 0.86448], [4.55059, -1.63216, -0.05596], [1.92504, 3.47810, 1.93537], [-6.36068, 0.51830, -1.21542], [1.82975, 0.28413, 0.45607], [0.58819, 2.12720, -1.85688], [3.74274, -3.07611, -1.24955], [2.24818, -4.12287, -3.00811], [-1.51465, -3.83756, 2.19754], [2.20601, 4.80921, 3.14638], [0.55391, -4.59234, -3.66029], [-4.89967, -0.45679, 0.05629], [0.31023, 4.61431, 2.15141], [-4.48702, -0.21847, -2.35192], [1.10394, 0.29630, -3.23981], [-4.78936, 1.87786, -2.22265], [-3.53500, 4.25576, 0.32260], [-1.15300, -2.82714, 2.00683], [1.49466, 4.10331, 2.71766], [-0.39342, 3.91260, 1.23602], [-4.78660, 0.67221, -1.06307], [1.16531, -4.13237, -2.88394], [-0.16701, -2.58340, -1.93498], [-0.73496, -2.16674, 3.16208], [-3.24876, 0.73124, -0.63341], [4.19865, -1.58275, -2.12139], [-0.54814, 1.55695, 4.69383]], "forces_ev_per_a": [[-0.055, -0.587, 0.354], [-0.419, 1.074, 1.961], [-0.144, 0.225, 0.101], [-0.095, -0.090, -0.142], [-0.295, -0.798, -0.635], [0.239, 0.169, -0.020], [-1.541, 0.150, 1.360], [-0.378, -1.430, 0.479], [-1.396, 0.446, 1.400], [1.417, 0.754, 0.629], [0.526, -1.634, 2.581], [0.714, -0.616, -0.479], [-0.197, 0.511, 1.091], [1.900, -2.142, -0.048], [0.604, 0.227, -0.015], [-1.409, -0.528, -3.800], [0.297, 0.088, 1.514], [1.377, -0.835, -0.228], [-0.208, -0.152, 0.027], [-0.646, 1.896, 0.155], [0.892, 1.604, -2.020], [-0.218, -0.667, -0.447], [0.845, -0.448, 0.264], [-1.342, 3.481, 1.814], [-0.193, 0.319, 0.204], [0.931, 0.981, 0.552], [-0.294, -0.053, -0.421], [-1.047, 0.635, 0.108], [-2.987, 3.640, -0.381], [0.269, -1.183, -2.230], [0.036, -0.365, 2.076], [0.342, 0.417, 0.832], [-0.187, 1.990, 0.297], [3.353, -1.607, -0.830], [0.574, -0.202, 0.468], [-0.263, 0.322, -1.065], [1.966, -3.200, -1.023], [-0.878, -0.829, 0.097], [-0.737, -0.026, -0.554], [-0.176, -0.595, -0.215], [0.477, 0.168, 0.352], [-0.557, 0.544, -0.545], [1.013, -0.720, -0.680], [0.148, -1.634, -0.250], [-1.188, 1.866, -1.504], [0.303, -0.652, 0.136], [0.472, 0.895, -0.163], [0.714, 0.125, 0.628], [0.292, 0.454, 0.498], [0.035, 0.960, -1.531], [-0.536, -1.932, -0.285], [-1.006, -1.339, 1.325], [-1.554, -0.541, 2.143], [-0.315, -1.579, -1.656], [-0.705, 1.090, -1.554], [0.099, 1.307, 1.655], [1.700, 0.433, -1.722], [-0.370, -0.120, -0.270], [-0.203, -0.264, -0.388]], "e_lumo_ev": [-0.337, -8.172], "multiplicity": 2, "homo_energy_ev": [-11.12, -10.94], "gap_ha": [0.39636, 0.10177], "s_squared": 0.754}

(4)
{"formula": "C8H8F3O4P", "method": "ωB97M-V with the def2-TZVPD basis set", "symbols": ["O", "F", "C", "C", "F", "P", "F", "H", "O", "H", "C", "O", "H", "H", "C", "O", "H", "H", "C", "C", "C", "C", "H", "H"], "coordinates": [[-2.61628, 0.47728, 0.05703], [-3.87052, 3.41123, -0.35531], [2.42538, -1.05001, -0.00838], [1.70578, -3.31748, 0.35823], [-2.40130, 4.72366, 0.50349], [-1.40360, 1.27681, -0.04000], [-2.93027, 2.91846, 1.54436], [1.25928, 1.37761, -0.31277], [-0.56291, 1.17200, 1.29688], [3.20064, -0.29434, 0.05759], [2.64996, -2.32467, 0.43625], [-1.71549, 2.84732, -0.37994], [1.91739, -4.32270, 0.70330], [3.62814, -2.57634, 0.84027], [1.18519, -0.76359, -0.53429], [-0.54552, 0.78405, -1.27525], [-0.28897, -3.76282, -0.29966], [-0.74894, -1.54019, -1.06191], [0.48607, -3.01214, -0.18520], [-2.73876, 3.43345, 0.32740], [0.22719, -1.73552, -0.63708], [0.87831, 0.64659, -1.03289], [-1.14995, 0.79477, 1.96736], [1.40917, 0.83656, -1.96945]], "forces_ev_per_a": [[-0.587, 0.187, 0.138], [0.027, -0.312, 0.117], [0.009, 0.258, 0.009], [-0.148, -0.568, 0.113], [-0.070, -0.295, -0.069], [-1.662, -1.680, -0.923], [-0.004, -0.170, -0.239], [-0.284, 0.004, -0.055], [0.578, 0.752, -0.356], [-0.060, -0.013, 0.023], [1.641, -0.466, 0.549], [0.266, -0.693, 0.783], [0.057, 0.096, 0.019], [-0.105, 0.087, 0.014], [-0.328, 1.550, -0.600], [1.103, 1.412, 1.072], [0.107, -0.019, 0.115], [0.093, 0.208, 0.015], [-0.671, -0.470, -0.254], [0.373, 1.302, -0.179], [-0.736, -0.449, -0.113], [0.706, -0.649, -0.132], [0.049, -0.064, 0.011], [-0.356, -0.011, -0.060]], "e_lumo_ev": 0.566, "homo_energy_ev": -9.62, "gap_ha": 0.37419}